No. 1
{"formula": "C24H51Cl24NO4PS", "method": "wB97M-V/def2-TZVPD", "homo_ev": -4.372, "charge": -1, "elements": ["N", "P", "O", "S", "O", "O", "O", "H", "H", "H", "Cl", "C", "C", "Cl", "H", "H", "H", "H", "Cl", "C", "C", "Cl", "H", "H", "H", "H", "Cl", "C", "C", "Cl", "H", "H", "H", "H", "Cl", "C", "C", "Cl", "H", "H", "H", "H", "Cl", "C", "C", "Cl", "H", "H", "H", "H", "Cl", "C", "C", "Cl", "H", "H", "H", "H", "Cl", "C", "C", "Cl", "H", "H", "H", "H", "Cl", "C", "C", "Cl", "H", "H", "H", "H", "Cl", "C", "C", "Cl", "H", "H", "H", "H", "Cl", "C", "C", "Cl", "H", "H", "H", "H", "Cl", "C", "C", "Cl", "H", "H", "H", "H", "Cl", "C", "C", "Cl", "H", "H", "H", "H"], "xyz": [[-2.42362, 0.27929, 2.97726], [-1.17630, -0.89275, 2.98460], [-0.58395, -0.88664, 4.53482], [0.27826, -0.01018, 1.61703], [1.10160, -1.08475, 1.09942], [1.00273, 1.08555, 2.29292], [-0.56375, 0.57840, 0.58729], [-2.47111, 0.83481, 3.82723], [-3.31559, -0.13908, 2.74096], [-0.91554, -0.13113, 5.04839], [2.94308, 0.59261, 1.04320], [4.28803, 1.52027, 0.31636], [4.99434, 0.76787, -0.78428], [5.92435, -0.63081, -0.16614], [4.97979, 1.79696, 1.11153], [3.84739, 2.43342, -0.08639], [5.71183, 1.41913, -1.28702], [4.28848, 0.39875, -1.52579], [-5.16276, -0.94816, -2.88212], [-4.29227, 0.32167, -1.96343], [-3.53361, -0.23545, -0.78759], [-4.60842, -0.83553, 0.51079], [-5.02073, 1.06809, -1.65366], [-3.58978, 0.79110, -2.65116], [-2.91352, 0.54373, -0.34026], [-2.88403, -1.05355, -1.08293], [4.90749, 4.03428, 3.12542], [4.30498, 5.60875, 2.53909], [3.28242, 5.46184, 1.44354], [4.00628, 4.83592, -0.06453], [5.15731, 6.18688, 2.20767], [3.85712, 6.11367, 3.39532], [2.85488, 6.42829, 1.20899], [2.47483, 4.78994, 1.73123], [-2.31506, 1.89225, -6.80623], [-1.07601, 2.31203, -5.59242], [-1.47717, 1.90276, -4.19898], [-2.84058, 2.87098, -3.57690], [-0.89393, 3.38256, -5.65587], [-0.16357, 1.79029, -5.87804], [-0.64381, 2.05599, -3.51409], [-1.76366, 0.85299, -4.15812], [5.44810, 8.56692, 2.56656], [6.74932, 9.55400, 1.85548], [7.46074, 8.83575, 0.73587], [8.40219, 7.44244, 1.31752], [7.43248, 9.82625, 2.65721], [6.29084, 10.46505, 1.47181], [8.15845, 9.51907, 0.25211], [6.76179, 8.47149, -0.01486], [-3.42278, -4.59741, -2.00023], [-2.16429, -4.49524, -3.25843], [-1.08721, -3.51093, -2.88397], [-1.71134, -1.84673, -2.89584], [-2.64548, -4.22233, -4.19566], [-1.73741, -5.49202, -3.36977], [-0.27030, -3.55733, -3.60352], [-0.67992, -3.71180, -1.89475], [8.24005, 2.02012, 3.05157], [8.84502, 2.93949, 4.45000], [8.66861, 4.42739, 4.27687], [9.72898, 5.08682, 3.00239], [9.89110, 2.67786, 4.59748], [8.28018, 2.60378, 5.31936], [8.92869, 4.94061, 5.20234], [7.64077, 4.67944, 4.02142], [8.68345, -4.51371, -2.50027], [7.49666, -5.42069, -1.52494], [6.67339, -4.52088, -0.63790], [7.63590, -3.79691, 0.67089], [8.03920, -6.16371, -0.94424], [6.84449, -5.94110, -2.22562], [5.88026, -5.09864, -0.16459], [6.21534, -3.71017, -1.20173], [-7.51057, -3.71592, -3.86774], [-7.29269, -4.31119, -2.20121], [-7.69864, -5.75645, -2.05883], [-9.46773, -5.98159, -2.23252], [-7.86377, -3.66730, -1.53588], [-6.23588, -4.20057, -1.96078], [-7.43023, -6.12131, -1.07036], [-7.20688, -6.38365, -2.79759], [1.11437, 7.15156, 2.76656], [0.52360, 8.73110, 2.19476], [-0.49605, 8.58618, 1.09410], [0.23176, 7.96670, -0.40919], [1.38229, 9.31456, 1.86778], [0.07549, 9.23279, 3.05195], [-0.92775, 9.55929, 0.86195], [-1.30074, 7.91297, 1.38206], [-5.30585, -7.12844, -0.72152], [-4.42116, -8.33089, -1.68969], [-3.91872, -9.48150, -0.85448], [-2.62275, -8.98582, 0.26157], [-3.60591, -7.81602, -2.19534], [-5.11414, -8.69982, -2.44595], [-3.50184, -10.25096, -1.50356], [-4.71895, -9.92507, -0.26578], [-13.35817, -7.42600, 2.47358], [-11.91265, -6.63563, 1.78749], [-11.25878, -7.46952, 0.71606], [-10.50519, -8.94540, 1.37698], [-11.22527, -6.42613, 2.60406], [-12.24149, -5.68765, 1.36362], [-10.46652, -6.89779, 0.23561], [-11.97288, -7.77044, -0.04739]], "forces_ev_per_a": [[0.4539, -0.0344, 0.6943], [-0.6486, -1.5570, -0.7555], [-0.3519, 0.7334, -0.0642], [-0.1062, 2.6640, 0.4253], [-0.4614, -1.1101, 0.6671], [-1.5732, -0.9779, 1.2772], [-1.1137, -0.4273, -0.6753], [-0.1724, 0.1968, -0.3578], [0.0995, 0.1291, 0.1391], [0.4787, -0.1494, -0.2071], [3.2035, 0.7410, -1.4024], [-0.1824, -0.3941, 0.1960], [0.0006, 0.3285, -0.1416], [0.0416, -0.0792, -0.0359], [0.0677, 0.0163, -0.0930], [0.1516, -0.3388, -0.0322], [0.0472, -0.0464, 0.0555], [-0.0233, -0.1080, 0.1128], [-0.1503, 0.0220, 0.0049], [0.1149, -0.1374, 0.1706], [0.2281, 0.2521, 0.1048], [-0.2289, -0.0967, -0.0355], [-0.0323, -0.0530, -0.0486], [-0.1813, -0.2226, 0.1487], [0.0417, -0.0671, 0.0234], [-0.2495, 0.1203, 0.2998], [0.0297, -0.0055, 0.0136], [-0.0505, -0.1303, 0.0577], [0.0467, -0.1927, -0.0517], [0.0875, 0.3780, -0.0528], [0.0677, -0.2127, -0.0767], [-0.0577, -0.0277, -0.0384], [0.1531, 0.0072, -0.1408], [0.0800, -0.0841, -0.0716], [-0.0199, 0.0285, -0.0202], [0.1317, 0.0216, 0.0152], [0.1358, -0.0829, 0.1255], [0.1061, 0.3047, -0.2023], [-0.0940, -0.0139, 0.0038], [-0.0432, -0.0521, 0.0424], [-0.0188, 0.0243, -0.0127], [-0.0435, 0.0401, -0.0486], [0.0402, 0.3462, 0.0524], [0.0528, 0.2022, -0.0462], [0.0602, -0.0122, -0.1604], [-0.1528, 0.1311, 0.0018], [0.0114, -0.1040, -0.0139], [-0.0354, -0.0547, -0.0281], [-0.0080, 0.0224, 0.0605], [-0.0397, -0.0033, 0.0787], [0.0324, -0.0462, -0.0692], [0.0322, -0.0715, -0.1281], [0.2075, -0.0499, -0.0009], [0.3461, -0.1185, -0.3633], [-0.0411, 0.0777, 0.0768], [0.0384, 0.0269, 0.0908], [-0.0666, -0.0045, -0.0449], [-0.0982, 0.0737, 0.0252], [0.0373, -0.0036, -0.0104], [-0.0056, -0.0644, 0.0539], [-0.1516, 0.0666, 0.1343], [0.1339, -0.1439, 0.0722], [-0.0111, 0.0327, -0.0675], [-0.0443, 0.0643, -0.0288], [0.0644, -0.0458, -0.0166], [0.0438, -0.0663, -0.1027], [0.0363, -0.0136, 0.0043], [-0.0991, -0.1258, 0.0145], [-0.1584, 0.0461, -0.0231], [0.0660, -0.0040, 0.0001], [0.0503, 0.0872, 0.0102], [-0.0196, 0.0686, 0.0005], [0.0425, -0.0328, -0.0146], [0.0808, 0.0323, 0.0329], [-0.0227, -0.0098, -0.0139], [0.0753, 0.0153, 0.1031], [-0.0737, 0.1952, 0.1048], [-0.0502, 0.0022, -0.0839], [-0.0437, -0.0099, -0.0770], [-0.0030, -0.0448, -0.0469], [-0.2731, 0.1532, -0.1520], [-0.0948, 0.0185, -0.0307], [-0.3605, 0.2387, 0.2969], [-0.0051, 0.1539, 0.1116], [-0.1135, 0.0663, -0.0161], [0.0179, -0.0270, 0.0167], [0.0066, -0.0866, -0.0451], [-0.0539, -0.0418, -0.0310], [0.0644, 0.0100, 0.0164], [0.0857, -0.0612, -0.0183], [0.4259, -0.3184, 0.2889], [0.0175, -0.0206, -0.1880], [-0.0066, -0.1114, -0.0217], [-0.0185, 0.0069, 0.0123], [0.0011, 0.0607, 0.1178], [-0.0114, -0.0429, 0.0586], [0.0047, 0.0601, -0.0352], [0.0156, 0.0823, 0.0286], [-0.0010, -0.0122, 0.0312], [0.0558, 0.1263, -0.0255], [0.0487, 0.0876, -0.0880], [-0.0271, -0.0290, 0.0021], [-0.0308, -0.0929, 0.0096], [-0.0111, -0.0505, -0.0484], [-0.0180, 0.0082, 0.0496], [-0.0099, -0.0464, 0.0700]], "mulliken_charge": [-0.4184, 0.2800, -0.4646, 0.9230, -0.6702, -0.6291, -0.5613, 0.2077, 0.1557, 0.2459, -0.1075, 0.1664, -0.4527, -0.1909, 0.0391, -0.1765, 0.3329, 0.3324, -0.1699, 0.3005, 0.1761, -0.2955, 0.4943, -0.5279, 0.2278, -0.2061, -0.1721, 0.0770, -0.5592, -0.2699, -0.0892, 0.3215, 0.2336, 0.4277, -0.2050, -0.4432, -0.1901, -0.2239, 0.3309, 0.3173, 0.3430, 0.0758, -0.1303, -0.4322, -0.6364, -0.1027, 0.3293, 0.2973, 0.3636, 0.3223, -0.1326, -0.3972, -0.7382, -0.0547, 0.2911, 0.3463, 0.3217, 0.3550, -0.1389, -0.5463, -0.0359, -0.2179, 0.3700, 0.2880, 0.3184, -0.0342, -0.1933, -0.4026, -0.4214, -0.1768, 0.3097, 0.2904, 0.2857, 0.3035, -0.2068, 0.0724, -0.3598, -0.2429, 0.3257, -0.0749, 0.1780, 0.3219, -0.1526, -0.5129, -0.3943, -0.1765, 0.2845, 0.3664, 0.3006, 0.3068, -0.1812, -0.2706, -0.4948, -0.1831, 0.1801, 0.2922, 0.3242, 0.3202, -0.1959, -0.4533, -0.1050, -0.1964, 0.3245, 0.3006, -0.0174, 0.3344]}

No. 2
{"formula": "C3H6N2", "method": "wB97M-V/def2-TZVPD", "homo_ev": -9.232, "charge": 0, "smiles": "[H]/N=C1\\C[C@H]1N", "elements": ["C", "C", "N", "C", "N", "H", "H", "H", "H", "H", "H"], "xyz": [[1.07292, 0.01109, -0.07196], [-0.31941, -0.25184, -0.65012], [-1.02421, -1.40238, -0.17714], [-0.07979, 0.92899, 0.14890], [-0.28800, 1.94905, 0.86348], [1.88590, 0.22112, -0.76247], [0.69490, 1.96133, 1.13714], [1.37014, -0.61094, 0.77477], [-0.37194, -0.06152, -1.71638], [-2.00940, -1.29289, -0.38214], [-0.93112, -1.45200, 0.83592]], "forces_ev_per_a": [[0.1872, -0.3431, -0.2218], [-0.1286, -0.0989, -0.3924], [-0.3182, -0.0678, 0.0558], [0.8172, -0.2624, 0.1056], [0.2761, -0.6504, -0.4050], [-0.1954, 0.1116, 0.0375], [-0.1145, 1.6782, 1.1440], [-0.1393, 0.1092, -0.1380], [-0.1628, -0.2635, -0.0742], [-0.1311, -0.1322, 0.0886], [-0.0905, -0.0807, -0.2000]], "nbo_charge": [-0.5463, -0.0896, -0.7992, 0.2557, -0.5571, 0.2299, 0.3431, 0.2205, 0.2203, 0.3639, 0.3586]}

No. 3
{"formula": "C16H17N", "method": "wB97M-V/def2-TZVPD", "homo_ev": -7.344, "charge": 0, "smiles": "Cc1c[nH]c2ccccc12.Cc1ccccc1", "elements": ["C", "C", "C", "C", "C", "C", "C", "C", "C", "N", "H", "H", "H", "H", "H", "H", "H", "H", "H", "C", "C", "C", "C", "C", "C", "C", "H", "H", "H", "H", "H", "H", "H", "H"], "xyz": [[-0.29156, -2.15678, -1.39864], [-0.17634, 1.17766, -3.03227], [0.39240, 0.04657, -2.28378], [-0.65476, -0.91392, -2.08777], [-1.85311, -0.41034, -2.74587], [0.64742, 2.23916, -3.36760], [1.90887, 2.18550, -2.85452], [1.77423, -0.06283, -1.89214], [2.51935, 1.10562, -2.13237], [-1.52497, 0.80769, -3.21018], [-2.33854, 1.29154, -3.54945], [0.47458, 3.05185, -3.91937], [-2.72296, -0.91246, -3.14994], [2.64338, 3.08235, -3.02878], [2.06926, -0.91893, -1.40129], [-1.16325, -2.44512, -0.70572], [0.54506, -2.20550, -0.79557], [3.50070, 1.16191, -1.78262], [0.01176, -2.69591, -2.48801], [-2.60118, 0.16904, 3.01869], [1.69977, -0.60507, 3.06567], [0.87333, -1.37103, 3.89205], [1.22878, 0.31266, 2.13893], [-0.47630, -1.00311, 4.09379], [-0.23238, 0.57321, 2.18435], [-1.03759, 0.00815, 3.23492], [2.76229, -0.82402, 2.91864], [1.27705, -2.18054, 4.45992], [1.77329, 0.89239, 1.52161], [-1.21453, -1.42702, 4.75021], [-0.70838, 1.16278, 1.57702], [-3.20909, 0.62632, 3.85408], [-3.15143, -0.68838, 2.84557], [-2.74515, 0.92658, 2.27044]], "forces_ev_per_a": [[-2.9455, -2.0154, -3.3623], [-0.8045, -2.7368, 1.3363], [-0.7727, 0.7205, -0.7238], [-1.2692, 2.4332, -0.6910], [4.1464, -2.4585, 2.2215], [0.7474, -2.3525, 2.0829], [3.7125, 1.1024, 0.5821], [-2.1992, 3.9699, -1.7168], [-2.7618, -1.0507, -0.6472], [0.2531, 1.7056, -1.2869], [0.7503, 0.9862, -0.4732], [-1.4800, 2.9145, -2.1057], [-0.1259, 0.0921, 0.6822], [-1.6718, -1.6772, 0.1304], [1.0283, -1.5123, 0.9931], [1.1304, -0.6548, -1.6599], [1.8579, 0.6283, 1.0216], [1.4774, 0.3048, 0.2714], [-1.0753, -0.3730, 3.4367], [1.5185, 2.7482, 2.4433], [0.8056, -0.2867, -1.6429], [-1.4125, 1.1530, 0.8103], [-6.0259, -0.9714, 3.1386], [0.2099, 1.6065, -2.1452], [4.0096, -4.2296, 5.4415], [0.0018, -1.0705, -1.9331], [-0.2634, -0.2644, 0.6640], [0.3171, -0.3183, 0.3054], [2.1101, 1.4213, -2.0829], [0.4068, -0.6848, 0.4491], [-2.1832, 3.3745, -3.7008], [1.1479, -0.3624, -0.1153], [-0.5492, -2.0762, -0.9038], [-0.0911, -0.0655, -0.8198]], "nbo_charge": [-0.6352, 0.1983, -0.1071, -0.0833, -0.0657, -0.2755, -0.2034, -0.1978, -0.2316, -0.5385, 0.4089, 0.2155, 0.2172, 0.2065, 0.2098, 0.2325, 0.2158, 0.2078, 0.2263, -0.6348, -0.2313, -0.1996, -0.1920, -0.2168, -0.1877, -0.0085, 0.2105, 0.2118, 0.2091, 0.2139, 0.1863, 0.2105, 0.2152, 0.2128]}

No. 4
{"formula": "C4H8N3", "method": "wB97M-V/def2-TZVPD", "homo_ev": [-13.313, -13.313], "charge": 1, "smiles": "C=C=[N+]1CCNN1", "elements": ["C", "C", "C", "C", "N", "N", "N", "H", "H", "H", "H", "H", "H", "H", "H"], "xyz": [[-1.68915, 0.09111, -0.09854], [-3.00709, 0.30832, -0.00456], [0.41858, -1.11678, -0.19977], [1.87620, -0.59042, 0.17117], [-0.46397, 0.02200, -0.01735], [0.56175, 1.18188, 0.33006], [1.78955, 0.82674, -0.00169], [-3.86422, 0.30421, -0.56851], [-3.29060, 0.49540, 1.03019], [0.39566, -1.33141, -1.26646], [0.13439, -1.88680, 0.47753], [2.02277, -0.76789, 1.23878], [2.74655, -0.91898, -0.32008], [0.24072, 2.18460, 0.09726], [2.12885, 1.19801, -0.86802]], "forces_ev_per_a": [[-3.3853, 0.7491, -0.3890], [4.1533, -0.2472, 2.6775], [1.4676, 0.2051, -0.6661], [-1.3956, 0.6324, 1.9808], [1.4773, 0.9426, -0.9183], [-2.2582, 2.6939, 1.8372], [0.2309, 0.3304, -0.6997], [-1.1314, -0.0268, -2.3774], [0.1707, -0.2446, 0.2997], [-0.2563, -0.6093, 0.1703], [-0.2295, -0.8871, 0.0308], [-0.0490, -0.1556, -0.0316], [0.5462, -1.0073, -1.0362], [0.5692, -2.2700, -0.0237], [0.0900, -0.1056, -0.8543]], "nbo_charge": [0.4290, -0.4050, -0.2481, -0.2386, -0.2122, -0.2735, -0.3521, 0.2763, 0.2695, 0.2392, 0.2532, 0.2235, 0.2490, 0.4232, 0.3667]}

No. 5
{"formula": "C11H13N2", "method": "wB97M-V/def2-TZVPD", "homo_ev": [-12.231, -12.188], "charge": 1, "elements": ["C", "C", "C", "C", "C", "C", "C", "C", "C", "C", "C", "N", "N", "H", "H", "H", "H", "H", "H", "H", "H", "H", "H", "H", "H", "H"], "xyz": [[-4.04638, 0.33307, 0.73141], [-3.78569, 1.47897, -0.12924], [-0.23936, -2.42659, -0.09480], [-3.33666, -0.79194, 0.54209], [-1.51547, -2.16265, -0.30418], [-2.69565, 1.42279, -0.96702], [0.92655, -1.66041, -0.11682], [-2.17659, -0.86845, -0.32997], [-2.01343, 0.27270, -1.05418], [3.37336, 0.02149, -0.03756], [1.69279, 1.77901, 0.35979], [0.93984, -0.38345, 0.14005], [2.04175, 0.35165, 0.17602], [-4.91709, 0.38926, 1.22080], [-4.30992, 2.35385, -0.00503], [-0.04298, -3.50028, 0.07106], [-3.68236, -1.75638, 0.98870], [-2.25018, -3.01719, -0.09998], [-2.50355, 2.42732, -1.62066], [1.84876, -2.12655, -0.16848], [3.66688, 0.20448, -1.01633], [4.06761, 0.68183, 0.57007], [3.47525, -1.06881, 0.12602], [0.60289, 1.76055, 0.32692], [2.07183, 2.22667, 1.29438], [2.12891, 2.43821, -0.52007]], "forces_ev_per_a": [[1.9640, 2.5493, -3.8810], [1.5208, -3.2155, 1.9223], [1.8948, -2.5735, -0.3166], [0.6363, -2.4554, -0.1961], [-3.2778, 0.2996, 1.1900], [-0.4195, 3.9506, -1.9773], [-0.1738, 0.9594, 0.6925], [-1.7315, 0.0476, 0.3755], [1.6991, -0.8654, -0.2641], [1.8949, -1.4737, 1.7506], [0.5488, 1.0485, -1.4521], [0.4758, 1.8579, -0.2393], [-3.4353, 1.4340, 0.5102], [-2.8713, -0.2012, 2.3374], [-1.3731, 1.7813, 0.0790], [0.1460, 0.5469, -0.3238], [0.4435, 0.9805, -0.0792], [1.2109, 1.2052, -0.5162], [-0.1362, -2.8066, 1.4290], [1.6781, -1.4676, -0.2592], [0.3468, 0.3606, -2.2079], [-0.9833, -1.1005, -0.2380], [0.5800, 0.7072, 0.2511], [0.2466, 0.5208, 0.0863], [-0.0461, -0.5619, -0.2672], [-0.8386, -1.5281, 1.5943]], "nbo_charge": [-0.2193, -0.1116, -0.2530, -0.1353, 0.0096, -0.3438, 0.0841, -0.2407, 0.2297, -0.4605, -0.4359, -0.1675, -0.0113, 0.2256, 0.2220, 0.2417, 0.2256, 0.2382, 0.2558, 0.1854, 0.2434, 0.2585, 0.2293, 0.2531, 0.2405, 0.2363]}